[1]
Computed, not measured: C21H36N3O5SeSi2Ti as an isolated structure, with ωB97M-V with the def2-TZVPD basis set.

## Properties
E_LUMO: 0.0891 hartree
Total charge: -1
Relative energy (zero: lowest compared OMol25 entry of this formula, charge and spin): 36.3 kJ/mol
Gap between HOMO and LUMO: 7.292 eV
Strongest force on any atom: 1.78 eV/Å

Each line ends with the natural charge from an NBO analysis.
Positions of all 69 atoms, in Å:
Ti 0.55 -0.49 -0.01  1.631
O 0.93 4.22 0.97  -0.689
C 0.06 3.21 0.76  0.790
O -0.86 2.98 1.49  -0.580
C 0.35 2.61 -0.60  -0.163
O -0.26 1.37 -0.88  -0.539
C -1.70 1.40 -0.91  -0.192
C -2.23 0.08 -0.31  0.786
O -3.39 -0.20 -0.52  -0.643
O -1.36 -0.58 0.36  -0.749
H 0.71 4.63 1.82  0.495
H 1.43 2.47 -0.69  0.261
H 0.02 3.37 -1.32  0.208
H -2.05 1.52 -1.93  0.204
H -2.09 2.21 -0.29  0.225
C 4.07 1.39 -0.50  -1.125
Si 3.72 -0.32 -1.27  1.738
C 4.23 -1.65 -0.01  -1.120
C 5.02 -0.43 -2.66  -1.125
C 1.93 -0.48 -1.78  -1.398
C 1.38 -1.83 -1.91  0.234
C 2.11 -3.02 -2.12  -0.276
C 1.45 -4.22 -2.22  -0.133
C 0.06 -4.25 -2.14  -0.278
C -0.60 -3.06 -1.93  0.084
N 0.03 -1.89 -1.82  -0.547
Si 1.39 0.41 -3.34  1.772
C -0.39 0.14 -3.95  -1.112
C 2.42 -0.28 -4.80  -1.128
C 1.73 2.28 -3.42  -1.125
H 5.09 1.44 -0.14  0.225
H 3.94 2.20 -1.22  0.216
H 3.39 1.54 0.34  0.256
H 4.90 -1.24 0.74  0.231
H 4.74 -2.49 -0.49  0.223
H 3.34 -2.04 0.50  0.258
H 6.03 -0.46 -2.23  0.225
H 4.97 0.44 -3.32  0.221
H 4.90 -1.33 -3.28  0.224
H 3.19 -2.96 -2.20  0.217
H 2.01 -5.14 -2.37  0.208
H -0.49 -5.18 -2.19  0.222
H -1.68 -3.03 -1.83  0.209
H -0.69 0.91 -4.66  0.223
H -1.12 0.11 -3.14  0.237
H -0.45 -0.83 -4.46  0.234
H 2.50 -1.37 -4.73  0.228
H 3.44 0.12 -4.80  0.224
H 1.96 -0.05 -5.76  0.221
H 0.86 2.87 -3.13  0.218
H 1.98 2.55 -4.45  0.232
H 2.57 2.58 -2.78  0.229
C 0.22 0.15 3.41  -0.608
C 1.57 0.30 2.69  0.083
C 2.46 -0.89 3.09  -0.606
C 2.27 1.57 3.21  -0.596
N 1.35 0.34 1.26  -0.877
H 0.35 0.11 4.49  0.191
H -0.26 -0.77 3.07  0.224
H -0.44 0.98 3.16  0.217
H 2.55 -0.94 4.18  0.193
H 3.46 -0.76 2.66  0.200
H 2.03 -1.81 2.72  0.231
H 2.42 1.50 4.29  0.195
H 1.68 2.45 3.00  0.191
H 3.25 1.69 2.73  0.203
Se -0.35 -4.89 1.59  -0.221
C 0.32 -3.36 1.10  0.195
N 0.82 -2.34 0.79  -0.699

[2]
Computed, not measured: a 3-piece molecular cluster, C19H43IO10Si overall, with ωB97M-V with the def2-TZVPD basis set.

## Properties
Structure (SMILES): CCO[Si@H](CC(=O)I)OC[C@@H](C)O.COCCOCCOC.COCCOCCOC
E_LUMO: 0.0173 hartree
Gap between HOMO and LUMO: 9.717 eV
Strongest force on any atom: 0.25 eV/Å

Each line ends with the Mulliken charge.
Positions of all 74 atoms, in Å:
C 0.37 -0.73 -1.73  -0.282
C -0.96 -1.47 -1.80  -0.311
O -0.77 -2.86 -1.49  -0.006
Si -0.85 -4.04 -2.60  0.215
C 0.19 -5.49 -1.96  -0.687
C 1.51 -5.18 -1.32  0.146
O 1.89 -4.16 -0.87  -0.385
I 2.84 -6.92 -1.25  -0.074
O -0.31 -3.56 -4.07  -0.430
C 1.06 -3.57 -4.43  -0.127
C 1.43 -2.45 -5.42  0.165
C 0.24 -1.72 -5.99  -1.272
O 2.25 -1.46 -4.81  -0.584
H 0.21 0.31 -1.44  0.132
H 0.90 -0.78 -2.68  0.254
H 0.98 -1.23 -0.98  -0.190
H -1.67 -1.08 -1.07  0.376
H -1.41 -1.35 -2.79  0.277
H -2.23 -4.52 -2.78  -0.238
H 0.37 -6.21 -2.76  0.426
H -0.40 -6.04 -1.21  0.514
H 1.69 -3.43 -3.54  0.120
H 1.30 -4.55 -4.86  0.319
H 1.99 -2.91 -6.25  0.379
H -0.48 -1.46 -5.22  0.141
H 0.59 -0.80 -6.46  0.392
H -0.26 -2.32 -6.75  0.367
H 3.01 -1.88 -4.38  0.332
C -3.16 3.35 2.25  -0.699
O -2.22 3.88 1.36  -0.285
C -1.04 3.10 1.30  -0.390
C -0.16 3.54 0.15  -0.618
O -0.59 3.06 -1.11  -0.309
C -1.65 3.76 -1.74  -0.487
C -1.23 5.05 -2.40  -0.659
O -1.09 6.08 -1.45  -0.242
C -0.48 7.22 -1.99  -0.774
H -2.76 3.29 3.27  0.242
H -4.02 4.02 2.26  0.238
H -3.49 2.35 1.95  0.313
H -1.31 2.04 1.17  0.239
H -0.48 3.19 2.24  0.446
H 0.82 3.09 0.31  0.412
H -0.05 4.62 0.15  0.298
H -2.47 3.95 -1.04  0.245
H -2.01 3.09 -2.52  0.399
H -1.98 5.33 -3.15  0.448
H -0.27 4.88 -2.92  0.348
H 0.54 7.00 -2.33  0.321
H -0.43 7.98 -1.20  0.227
H -1.04 7.62 -2.84  0.306
C 2.94 -0.68 1.70  -0.680
O 1.84 -0.60 2.57  -0.272
C 0.88 -1.62 2.30  -0.042
C -0.10 -1.74 3.44  -0.647
O 0.40 -2.46 4.55  -0.443
C 1.21 -1.71 5.45  -0.381
C 0.41 -0.88 6.44  -0.637
O -0.05 0.31 5.83  -0.194
C -0.99 0.99 6.63  -0.760
H 2.62 -0.60 0.65  0.157
H 3.60 0.15 1.93  0.255
H 3.48 -1.62 1.83  0.342
H 1.39 -2.58 2.15  0.348
H 0.33 -1.36 1.38  0.085
H -0.95 -2.32 3.08  0.370
H -0.46 -0.75 3.73  0.311
H 1.91 -1.07 4.92  0.220
H 1.77 -2.45 6.02  0.377
H 1.04 -0.64 7.30  0.434
H -0.44 -1.47 6.80  0.350
H -1.88 0.38 6.80  0.321
H -1.27 1.90 6.11  0.182
H -0.56 1.25 7.61  0.314

[3]
Computed, not measured: an isolated ion of composition C6H8N and charge +1, with ωB97M-V with the def2-TZVPD basis set.

## Properties
Structure (SMILES): C=CC1=C[C@@]12C[NH2+]2
E_LUMO: -0.1434 hartree
Total charge: +1
Relative energy (zero: lowest compared OMol25 entry of this formula, charge and spin): 531.3 kJ/mol
Gap between HOMO and LUMO: 9.526 eV
Strongest force on any atom: 6.87 eV/Å

Each line ends with the natural charge from an NBO analysis.
Positions of all 15 atoms, in Å:
C 2.53 0.78 -0.07  -0.246
C 2.10 -0.49 0.03  -0.327
C 0.80 -0.96 0.10  0.148
C -0.19 -1.88 0.08  -0.152
C -0.72 -0.56 0.11  0.019
C -1.64 0.31 0.80  -0.191
N -1.73 0.13 -0.73  -0.545
H 3.63 1.11 -0.09  0.246
H 1.83 1.71 -0.10  0.211
H 2.67 -1.39 0.25  0.255
H -0.40 -2.87 0.00  0.245
H -2.61 0.04 1.20  0.239
H -1.40 1.35 1.07  0.244
H -2.47 -0.36 -1.17  0.429
H -1.51 0.86 -1.35  0.425

[4]
Computed, not measured: a 2-piece molecular cluster, C2H9NO2 overall, with ωB97M-V with the def2-TZVPD basis set.

## Properties
Structure (SMILES): CNCO.O
E_LUMO: 0.0301 hartree
Relative energy (zero: lowest compared OMol25 entry of this formula, charge and spin): 40.1 kJ/mol
Gap between HOMO and LUMO: 9.899 eV
Strongest force on any atom: 1.16 eV/Å

Each line ends with the natural charge from an NBO analysis.
Positions of all 14 atoms, in Å:
C -0.15 -0.52 1.74  -0.414
N 0.85 0.07 0.84  -0.672
C 0.41 1.21 0.08  0.089
O 0.00 0.89 -1.27  -0.764
H -1.15 -0.44 1.32  0.188
H -0.08 0.02 2.69  0.185
H 0.09 -1.54 2.03  0.207
H 1.55 -0.51 0.44  0.378
H -0.51 1.63 0.47  0.183
H 1.21 1.95 0.06  0.160
H 0.75 0.61 -1.82  0.469
O -1.04 -1.55 -2.29  -0.945
H -1.30 -0.77 -2.77  0.462
H -0.64 -1.06 -1.54  0.476

[5]
Computed, not measured: one molecule with the formula C4H4Cl2, with ωB97M-V with the def2-TZVPD basis set.

## Properties
Structure (SMILES): C=C/C(Cl)=C\Cl
E_LUMO: 0.0122 hartree
Relative energy (zero: lowest compared OMol25 entry of this formula, charge and spin): 236.7 kJ/mol
Gap between HOMO and LUMO: 9.176 eV
Strongest force on any atom: 8.98 eV/Å

Each line ends with the natural charge from an NBO analysis.
Positions of all 10 atoms, in Å:
C -0.67 1.50 -0.35  -0.381
C 0.41 0.95 0.46  -0.238
C 0.80 -0.47 0.06  -0.087
Cl 2.44 -0.95 -0.11  0.032
C -0.14 -1.52 0.00  -0.269
Cl -1.87 -1.32 0.04  0.038
H -1.04 0.59 -1.15  0.220
H -1.39 2.44 -0.23  0.237
H 1.01 1.26 1.18  0.207
H 0.45 -2.46 0.11  0.241

[6]
Computed, not measured: C9H17AlClI2N2OPSe as an isolated structure, with ωB97M-V with the def2-TZVPD basis set.

## Properties
E_LUMO (spin up / spin down): -0.3798 / -0.4082 hartree
Total charge: +2
Relative energy (zero: lowest compared OMol25 entry of this formula, charge and spin): 0.0 kJ/mol
Gap between HOMO and LUMO (spin up / spin down): 4.384 / 3.601 eV
Strongest force on any atom: 2.48 eV/Å

Each line ends with the natural charge from an NBO analysis.
Positions of all 35 atoms, in Å:
I -1.27 3.43 -3.38  -0.192
I -0.27 2.06 1.34  0.190
Al -0.65 1.98 -1.26  0.931
P 1.62 1.08 -2.01  0.840
C 3.34 1.23 -1.39  -0.912
C 1.72 -0.65 -2.64  -0.931
H 0.99 1.82 -4.24  0.270
H 2.78 1.64 -4.04  0.252
H 1.90 3.06 -3.35  0.263
C 1.85 1.98 -3.58  -0.927
H 0.72 -1.02 -2.89  0.259
H 2.36 -0.66 -3.54  0.274
H 4.01 1.31 -2.26  0.266
H 3.63 0.37 -0.78  0.254
H 2.15 -1.31 -1.88  0.240
H 3.42 2.15 -0.80  0.253
C 2.71 0.63 1.67  0.466
O 2.96 0.88 2.76  -0.469
Cl -2.16 0.44 -1.52  -0.551
C -3.14 -2.15 0.06  -0.426
N -2.67 -1.58 1.31  -0.281
C -3.49 -1.34 2.39  0.030
C -2.71 -0.91 3.42  0.019
N -1.40 -0.89 2.94  -0.301
C -0.23 -0.52 3.73  -0.431
C -1.36 -1.32 1.64  0.119
Se 0.17 -1.35 0.61  0.454
H -2.27 -2.50 -0.53  0.245
H -3.67 -1.38 -0.53  0.258
H -3.84 -2.98 0.25  0.253
H -4.53 -1.56 2.31  0.275
H -2.93 -0.65 4.42  0.271
H -0.06 0.57 3.69  0.226
H -0.35 -0.86 4.77  0.265
H 0.68 -1.01 3.31  0.247